Formula: C39H48P2RuSi
Source: the OMol25 dataset
Level of theory: ωB97M-V with the def2-TZVPD basis set

```
91
Properties=species:S:1:pos:R:3:forces:R:3:lowdin_spin:R:1
Ru 0.30926 0.00844 2.15713 0.644 0.380 4.562 2.24
C -1.60084 0.86524 -5.45077 0.920 4.182 -1.726 0.36
C -1.60804 -0.40556 -5.03097 0.551 -4.566 1.044 0.36
C -0.73074 -1.56466 -5.42577 0.425 1.028 -0.120 0.06
C 0.60106 -1.23646 -6.13617 -0.121 0.002 -0.025 0.01
C 1.51426 -0.36486 -5.30807 -0.115 0.274 0.296 0.02
C 1.52136 0.96824 -5.18987 -0.109 -0.366 0.122 0.02
C 0.64446 2.00634 -5.83977 0.491 0.154 0.383 0.04
C -0.68754 1.52464 -6.45607 -1.026 -0.222 -0.015 0.06
C 1.71306 0.49264 3.66613 0.652 -0.044 -0.892 0.09
H -2.33074 1.53164 -4.99077 0.049 -0.078 -0.020 0.01
H -2.35984 -0.66376 -4.28397 -0.056 0.038 -0.176 0.01
H -1.31094 -2.25276 -6.06067 -0.317 0.037 0.203 0.03
H -0.50494 -2.13386 -4.51317 -0.266 -0.014 -0.017 0.02
H 1.11206 -2.18666 -6.33177 -0.175 0.187 0.022 0.00
H 0.40426 -0.79396 -7.11437 0.089 -0.149 0.055 0.00
H 2.24406 -0.90846 -4.70777 -0.045 0.088 -0.153 0.00
H 2.27266 1.39034 -4.52127 -0.078 -0.017 -0.205 0.00
H 1.22476 2.53044 -6.61547 -0.285 -0.162 0.092 0.00
H 0.41886 2.76974 -5.08177 -0.024 -0.134 -0.189 0.00
H -1.19864 2.40504 -6.86347 0.033 -0.141 0.232 0.00
H -0.49104 0.87054 -7.30747 0.038 -0.117 0.165 0.01
H 1.49996 1.46944 4.11083 -0.130 -0.045 -0.077 0.02
H 2.73446 0.50924 3.26363 -0.048 -0.029 0.423 0.01
H 1.67376 -0.26806 4.45653 -0.115 -0.022 -0.190 0.02
P -1.16764 -0.50736 0.51523 -1.752 -0.541 -2.356 0.04
P 1.86236 0.02224 0.50143 0.881 0.172 -1.754 0.05
C -0.24954 -0.74946 -1.05167 0.558 0.061 0.103 0.00
C 1.07276 -0.54226 -1.05177 -0.608 0.001 -0.012 0.00
C -2.16634 -2.03116 0.63253 0.144 -0.253 0.231 0.01
C -2.52684 -2.78526 -0.49407 -0.037 -0.004 0.259 0.00
C -3.25264 -3.96446 -0.34317 0.037 0.160 0.167 0.00
C -3.62554 -4.39756 0.93223 0.129 0.221 -0.018 0.00
C -3.27284 -3.64936 2.05543 -0.007 0.096 -0.151 0.00
C -2.54424 -2.46896 1.90763 -0.010 -0.091 -0.302 0.00
C -2.37534 0.77994 0.05153 -0.421 0.232 0.251 0.01
C -1.98124 2.12624 0.06203 -0.217 -0.165 -0.065 0.00
C -2.91464 3.13474 -0.16747 0.034 -0.141 -0.077 0.00
C -4.25304 2.81154 -0.39827 0.147 -0.243 0.024 0.00
C -4.65374 1.47464 -0.39717 0.149 0.136 -0.075 0.00
C -3.72194 0.46224 -0.17317 0.159 0.181 -0.066 0.00
C 3.34116 -1.03176 0.62283 0.385 -0.003 0.479 0.02
C 3.25356 -2.31816 1.17233 0.131 0.125 -0.060 0.01
C 4.40416 -3.08096 1.36643 -0.090 0.121 -0.127 0.00
C 5.65366 -2.56266 1.02403 -0.219 0.230 -0.074 0.00
C 5.74916 -1.27646 0.48873 -0.139 -0.198 0.011 0.00
C 4.60126 -0.51256 0.29063 -0.088 -0.164 0.028 0.01
C 2.52296 1.65014 -0.00957 -0.267 0.293 0.184 0.00
C 2.72996 2.60724 0.99243 -0.017 -0.048 -0.276 0.00
C 3.17436 3.88634 0.65883 0.049 -0.125 -0.118 0.00
C 3.41676 4.21514 -0.67547 -0.078 -0.219 0.065 0.00
C 3.21616 3.26304 -1.67817 -0.047 -0.079 0.241 0.00
C 2.76996 1.98494 -1.34857 0.004 0.082 0.222 0.00
H -0.78554 -1.04136 -1.95447 0.134 0.068 0.098 0.00
H 1.67326 -0.65806 -1.95397 -0.097 -0.077 0.158 0.00
H -2.25084 -2.44166 -1.48767 -0.068 -0.172 0.143 0.00
H -3.53034 -4.54526 -1.21847 0.035 0.082 0.146 0.00
H -4.19474 -5.31586 1.04703 0.109 0.144 -0.011 0.00
H -3.56804 -3.98146 3.04673 0.050 0.034 -0.148 0.00
H -2.26494 -1.86896 2.77003 -0.061 -0.238 -0.053 0.00
H -0.94294 2.38224 0.25683 -0.019 0.050 0.002 0.00
H -2.59684 4.17384 -0.16337 -0.059 -0.154 0.027 0.00
H -4.98104 3.59824 -0.57537 0.110 -0.117 0.065 0.00
H -5.69524 1.21804 -0.56997 0.150 0.043 0.044 0.00
H -4.03944 -0.57616 -0.17307 -0.033 0.165 0.067 0.00
H 2.28336 -2.71926 1.45453 0.072 -0.032 0.011 0.00
H 4.32466 -4.07936 1.78753 0.010 0.166 -0.058 0.00
H 6.55016 -3.15676 1.17653 -0.143 0.099 0.000 0.00
H 6.72046 -0.86586 0.22763 -0.154 -0.061 0.040 0.00
H 4.68016 0.48874 -0.12247 0.089 -0.158 0.119 0.00
H 2.54476 2.32754 2.02743 0.041 0.224 -0.152 0.00
H 3.33826 4.62224 1.44103 -0.027 -0.108 -0.130 0.00
H 3.76766 5.21004 -0.93537 -0.066 -0.156 0.050 0.00
H 3.40926 3.51744 -2.71667 0.007 -0.021 0.149 0.00
H 2.62466 1.24194 -2.12817 0.036 0.184 0.073 0.00
C -3.02864 0.27834 6.04973 -0.477 0.130 -0.389 0.04
Si -1.32604 -0.04196 5.35263 0.539 -0.258 0.950 0.06
C -0.16084 0.90334 6.48133 0.210 0.137 -0.132 0.00
C -0.96794 -1.87246 5.46403 0.096 -0.165 -0.146 0.00
C -1.36374 0.57634 3.56363 -0.692 0.292 -1.182 0.32
H -3.06824 -0.06616 7.10303 0.014 0.192 -0.562 0.01
H -3.78244 -0.27276 5.45153 0.181 0.364 0.446 0.00
H -3.24564 1.36494 6.00773 -0.073 -0.599 0.111 0.00
H -0.31894 0.55454 7.52223 0.003 0.237 -0.518 0.00
H 0.90316 0.74964 6.24013 -0.401 0.179 0.189 0.00
H -0.39724 1.98564 6.42603 0.230 -0.501 0.156 0.00
H -1.73374 -2.44856 4.91043 0.426 0.082 0.291 0.00
H 0.03516 -2.08406 5.04283 -0.480 -0.148 0.260 0.00
H -0.99244 -2.18106 6.52963 0.066 0.074 -0.624 0.00
H -1.43294 1.68284 3.59473 0.253 -0.347 -0.246 0.02
H -2.31374 0.23824 3.11323 0.199 0.267 0.230 0.01
```
Forces are in eV/Å.

Results
E ... -2581.2617 hartree
2S+1 ... 5
Relative energy (zero: lowest compared OMol25 entry of this formula, charge and spin) ... 0.00 kcal per mole
Net charge ... +2
Kohn-Sham gap (spin up / spin down) ... 7.54 / 3.02 eV